[1]
{
  "formula": "C4H3N",
  "method": "ωB97M-V with the def2-TZVPD basis set",
  "symbols": ["C", "C", "C", "C", "N", "H", "H", "H"],
  "xyz": [[-1.054, 0.065, -0.017], [0.409, 0.420, -0.067], [1.138, 1.501, -0.244], [1.461, -0.557, 0.103], [2.303, -1.343, 0.237], [-1.668, 0.950, -0.193], [-1.305, -0.352, 0.963], [-1.283, -0.684, -0.781]],
  "forces_ev_per_a": [[-0.0796, 0.0404, -0.0082], [0.2797, 0.3830, -0.0679], [-0.5124, -0.3867, 0.0622], [0.8169, -0.8434, 0.1458], [-0.8078, 0.7185, -0.1215], [0.1387, -0.1006, 0.0242], [0.0845, 0.0682, -0.1492], [0.0799, 0.1207, 0.1147]],
  "nbo_charge": [-0.61, -0.45, 0.34, 0.25, -0.25, 0.24, 0.24, 0.24],
  "charge": 0,
  "largest_force_ev_per_a": 1.18,
  "mol_weight_g_mol": 65.07,
  "de_lowest_kcal_mol": 53.2,
  "e_homo_ev": -10.75,
  "e_tot_ha": -208.81696,
  "orbital_gap_ev": 9.44,
  "lumo_energy_ev": -1.309
}


[2]
{
  "formula": "C4H3N",
  "method": "ωB97M-V with the def2-TZVPD basis set",
  "symbols": ["C", "C", "C", "C", "N", "H", "H", "H"],
  "xyz": [[0.024, -0.640, -0.833], [-0.322, 0.481, 0.115], [-1.159, 1.495, 0.080], [0.310, 0.642, 1.402], [0.811, 0.784, 2.437], [-0.563, -0.558, -1.750], [-0.186, -1.605, -0.363], [1.086, -0.599, -1.087]],
  "forces_ev_per_a": [[-0.0235, -0.0323, -0.0805], [-0.2835, 0.3691, 0.0119], [0.3074, -0.4973, -0.1561], [0.4902, 0.1085, 0.9752], [-0.4251, -0.1627, -0.9331], [0.0689, 0.0256, 0.1611], [0.0303, 0.1717, -0.0437], [-0.1647, 0.0173, 0.0654]],
  "nbo_charge": [-0.60, -0.46, 0.35, 0.25, -0.26, 0.24, 0.24, 0.24],
  "charge": 0,
  "largest_force_ev_per_a": 1.10,
  "mol_weight_g_mol": 65.07,
  "de_lowest_kcal_mol": 53.0,
  "e_homo_ev": -10.76,
  "e_tot_ha": -208.81743,
  "orbital_gap_ev": 9.41,
  "lumo_energy_ev": -1.351
}


[3]
{
  "formula": "C4H3N",
  "method": "ωB97M-V with the def2-TZVPD basis set",
  "symbols": ["C", "C", "C", "C", "N", "H", "H", "H"],
  "xyz": [[0.698, 0.724, 1.209], [-0.035, -0.025, 0.029], [-0.864, -0.638, -0.635], [-1.293, -1.064, -1.854], [-1.327, -1.730, -2.893], [0.077, 1.397, 1.814], [1.374, -0.199, 1.633], [1.371, 1.534, 0.696]],
  "forces_ev_per_a": [[2.0664, -1.6659, -3.2151], [-0.8754, 1.1325, 2.5116], [1.8271, 1.8020, 0.7343], [-0.0497, -5.5525, -7.0083], [-0.3413, 4.4334, 6.1471], [-0.2447, -1.2298, 0.2788], [-1.6895, 2.9417, -0.2416], [-0.6929, -1.8612, 0.7931]],
  "nbo_charge": [-0.70, 0.17, -0.20, 0.22, -0.26, 0.26, 0.27, 0.25],
  "smiles": "CC#CC#N",
  "charge": 0,
  "largest_force_ev_per_a": 8.94,
  "mol_weight_g_mol": 65.07,
  "de_lowest_kcal_mol": 37.7,
  "e_homo_ev": -10.27,
  "e_tot_ha": -208.84172,
  "orbital_gap_ev": 10.44,
  "lumo_energy_ev": 0.170
}